{
  "formula": "C16H39BN5O6",
  "method": "ωB97M-V/def2-TZVPD",
  "elements": ["O", "B", "O", "C", "C", "C", "N", "N", "C", "O", "H", "H", "H", "H", "H", "H", "C", "C", "C", "O", "C", "N", "H", "H", "H", "H", "H", "H", "H", "H", "H", "H", "H", "C", "C", "C", "O", "C", "N", "H", "H", "H", "H", "H", "H", "H", "H", "H", "H", "H", "C", "C", "C", "O", "C", "N", "H", "H", "H", "H", "H", "H", "H", "H", "H", "H", "H"],
  "coordinates": [[-1.38596, 0.72027, -2.38383], [-1.99783, 1.68424, -3.10086], [-1.25449, 2.45836, -3.92849], [-3.58810, 1.90121, -3.02636], [-4.18127, 3.04000, -2.52135], [-5.58359, 3.12395, -2.40716], [-6.38412, 2.16934, -2.79026], [-5.79225, 1.09295, -3.30644], [-4.48472, 0.91002, -3.43996], [-4.09767, -0.27575, -3.91475], [-1.86677, 0.38044, -1.61789], [-1.74125, 3.18650, -4.32973], [-3.59722, 3.88375, -2.17412], [-6.05514, 3.99389, -1.97259], [-6.41650, 0.34543, -3.59513], [-4.02871, -0.28174, -4.88229], [-3.90708, 0.31102, 2.70831], [-3.51026, 1.03508, 1.42883], [-3.31208, 2.54476, 1.58879], [-4.50596, 3.29922, 1.67055], [-5.09107, 3.37611, 2.96162], [-4.48587, 0.73067, 0.37561], [-4.95516, 0.47406, 2.96230], [-3.76822, -0.76258, 2.58573], [-3.29513, 0.63754, 3.54992], [-2.55142, 0.62493, 1.09903], [-2.80666, 2.91482, 0.68858], [-2.65573, 2.76723, 2.43859], [-4.32393, 3.40723, 3.73944], [-5.76359, 2.53757, 3.15442], [-5.66886, 4.29770, 3.00273], [-4.14027, 1.14559, -0.48585], [-5.34289, 1.24168, 0.57536], [1.28592, -0.01726, 0.91702], [0.41419, -1.24978, 1.13021], [1.05690, -2.56069, 0.66670], [1.06197, -2.73920, -0.73332], [2.13802, -2.10744, -1.41490], [-0.89105, -1.03182, 0.49030], [1.30061, 0.28901, -0.12933], [0.90040, 0.82139, 1.49789], [2.31338, -0.20513, 1.23083], [0.23961, -1.34745, 2.20588], [0.46331, -3.38877, 1.06444], [2.07285, -2.65906, 1.06839], [3.04270, -2.10384, -0.80239], [1.88147, -1.08524, -1.71028], [2.32841, -2.68016, -2.32215], [-1.51008, -1.80404, 0.72308], [-0.73739, -1.13301, -0.51154], [5.82686, -0.65699, 0.81834], [5.81264, -2.10584, 1.29559], [7.20504, -2.68797, 1.56496], [7.93611, -3.01942, 0.40439], [8.64246, -1.95436, -0.20305], [5.04580, -2.91413, 0.34029], [6.11871, -0.58275, -0.22941], [4.83084, -0.22229, 0.90704], [6.51467, -0.05072, 1.40958], [5.27775, -2.13345, 2.25035], [7.08039, -3.62846, 2.10748], [7.79155, -2.01608, 2.20549], [9.02756, -1.25595, 0.54593], [8.02362, -1.40691, -0.91862], [9.48342, -2.38840, -0.74138], [4.93943, -3.85517, 0.70901], [5.62171, -3.03415, -0.48960]],
  "forces_ev_per_a": [[-0.1425, 0.2752, 0.1691], [0.2164, -0.1558, -0.1246], [-0.2607, 0.1008, 0.1551], [-0.0010, 0.4241, 0.2747], [-0.0372, -0.1344, 0.0171], [0.1553, 0.1002, 0.0529], [-0.0664, -0.4611, -0.1750], [-0.0448, 0.4481, 0.2271], [0.0485, -0.0858, -0.0334], [-0.1068, -0.0549, -0.1612], [0.0838, -0.1967, -0.0624], [0.1839, -0.1135, -0.1816], [0.0866, -0.0535, 0.0026], [-0.0932, -0.0136, -0.0269], [-0.1028, 0.0121, 0.0527], [0.1160, -0.1081, 0.0581], [0.0118, -0.0322, -0.0055], [-0.0217, 0.0140, 0.1752], [0.0941, 0.0273, -0.1086], [-0.0445, -0.0183, -0.0179], [-0.0421, 0.0545, -0.0281], [-0.0141, 0.0696, -0.3218], [-0.0005, 0.0435, 0.0009], [-0.0189, -0.0061, -0.0197], [-0.0007, 0.0052, 0.0033], [0.0360, 0.0376, 0.0840], [0.0164, 0.0104, 0.0106], [-0.0327, -0.0315, 0.0338], [0.0068, -0.0131, 0.0117], [0.0422, -0.0247, 0.0322], [0.0060, 0.0058, -0.0120], [-0.0312, -0.0178, 0.0001], [-0.0277, -0.0690, 0.0825], [-0.0189, 0.0472, 0.0334], [0.0830, 0.1487, -0.0146], [0.0014, -0.1451, 0.1079], [-0.0316, 0.1060, -0.0491], [-0.0138, 0.0033, -0.0800], [-0.1654, -0.0121, -0.2409], [0.0106, -0.0399, -0.0196], [-0.0208, -0.0005, -0.0114], [0.0068, -0.0088, -0.0069], [-0.0096, -0.0581, 0.0072], [-0.0047, -0.0071, -0.0266], [0.0088, 0.0653, -0.0141], [-0.0108, 0.0117, -0.0278], [0.0227, 0.0016, 0.0311], [-0.0154, -0.0351, 0.0130], [-0.0112, 0.0242, 0.0650], [0.1238, -0.1273, 0.0150], [-0.0301, 0.0265, 0.0321], [-0.0040, 0.0879, -0.1197], [-0.0171, -0.0670, 0.1229], [-0.0096, 0.0481, -0.0745], [0.0333, -0.0729, -0.0174], [0.1125, -0.0980, 0.1246], [0.0343, -0.0246, -0.0026], [-0.0148, -0.0171, -0.0238], [0.0064, 0.0012, -0.0040], [0.0321, -0.0287, 0.0361], [0.0163, -0.0182, -0.0253], [-0.0332, 0.0453, -0.0197], [-0.0062, 0.0217, 0.0022], [0.0023, 0.0446, 0.0364], [0.0019, -0.0119, 0.0050], [-0.0626, 0.0157, 0.0139], [-0.0302, 0.0352, -0.0330]],
  "homo_ha": -0.393,
  "e_tot_ha": -1382.89088,
  "homo_lumo_gap_ha": 0.2058,
  "total_charge": 1
}



{
  "formula": "C20H30NPZn",
  "method": "ωB97M-V/def2-TZVPD",
  "elements": ["C", "C", "C", "C", "C", "C", "C", "C", "N", "Zn", "C", "P", "H", "H", "H", "H", "H", "H", "H", "H", "C", "C", "H", "C", "C", "H", "H", "H", "H", "H", "H", "H", "H", "H", "H", "H", "H", "H", "H", "C", "C", "C", "C", "C", "C", "C", "H", "H", "H", "H", "H", "H", "H"],
  "coordinates": [[0.55408, 3.34121, -2.82539], [-0.74059, 2.90188, -2.59152], [-1.00519, 1.72229, -1.86716], [0.08119, 1.01476, -1.36830], [1.38528, 1.36430, -1.65735], [1.61249, 2.56670, -2.34270], [-2.46200, 1.34664, -1.63266], [-2.82976, -0.02311, -1.04089], [-1.77334, -1.08834, -1.02980], [-0.34306, -0.43531, 0.00496], [2.54536, 0.48379, -1.22641], [1.88190, -1.11759, -0.55889], [-1.61144, 3.46653, -2.94646], [2.65375, 2.85435, -2.47426], [0.75180, 4.26189, -3.39374], [3.14840, 0.91995, -0.41382], [3.24268, 0.27157, -2.05327], [-2.93211, 2.09804, -0.96713], [-3.00881, 1.45266, -2.58950], [-3.11076, 0.09294, 0.01301], [3.02627, -1.54515, 0.80493], [2.40442, -2.33247, -1.95423], [-3.69001, -0.43058, -1.59031], [-1.26952, -1.37656, -2.42708], [-2.39378, -2.31548, -0.50009], [-0.11764, -0.37879, 2.45410], [-1.97649, -2.07520, -2.90368], [-1.14277, -0.45572, -3.02719], [-0.29301, -1.89004, -2.34604], [-3.45731, -2.36775, -0.78330], [-1.87482, -3.19423, -0.90809], [-2.23688, -2.35483, 0.59574], [3.49878, -2.34127, -2.11179], [2.04854, -3.45666, -1.98154], [2.02105, -1.91727, -2.90896], [4.08975, -1.58408, 0.55216], [2.93096, -0.79111, 1.59543], [2.77103, -2.50969, 1.26508], [1.83953, -3.20792, -1.18190], [-0.54596, 1.24286, 1.23831], [-0.37118, 0.69012, 2.65391], [-1.57134, 0.54101, 3.51937], [-1.37259, 0.08283, 4.79202], [-0.08285, -0.00151, 5.36562], [1.04479, 0.38877, 4.62238], [0.92821, 0.86259, 3.33355], [-1.53124, 1.69988, 1.14522], [0.22666, 1.97897, 1.01489], [-2.54431, 0.54885, 3.00166], [-2.22829, -0.19437, 5.40694], [0.02338, -0.30020, 6.41295], [2.02047, 0.32900, 5.09045], [1.78624, 1.16082, 2.72078]],
  "forces_ev_per_a": [[0.4574, -0.0208, 0.0490], [-1.0236, -0.3105, 0.1326], [0.9057, 1.3411, -0.3823], [-0.1794, -1.6049, -0.6588], [-0.2811, 1.4170, -0.6557], [0.5361, -0.3080, 0.0658], [-0.3734, 0.3223, -0.1879], [0.2811, -0.1828, 0.2136], [-1.6700, -1.0264, -2.0976], [1.6520, 2.4674, 0.4391], [0.1583, -0.2674, 0.0751], [0.3557, -0.5749, 0.2765], [0.4205, 0.0280, -0.0959], [-0.1302, 0.2968, -0.3137], [-0.1400, -0.4750, 0.3745], [-0.1778, -0.0240, -0.1583], [-0.1801, 0.1497, 0.2160], [0.3059, -0.2547, -0.2664], [0.3211, -0.0277, 0.3046], [-0.0625, -0.0587, -0.2334], [0.4438, -0.2163, 0.3797], [1.7444, 2.4522, -2.9051], [0.0472, 0.0464, 0.1269], [-0.2866, -0.1663, 0.1369], [0.3116, -0.5788, 0.4722], [-0.4863, -0.5704, 0.1229], [0.1216, 0.3178, -0.0812], [-0.1381, -0.5955, 0.5207], [-0.5519, 0.2834, -0.0358], [0.2572, -0.0931, 0.2282], [-0.1155, 0.2674, 0.1111], [-0.5427, 0.0575, -0.5044], [-0.2507, -0.2393, 0.6048], [0.8828, 0.5420, -1.7922], [-0.3376, 0.1031, 0.1932], [-0.0941, 0.0534, -0.2936], [-0.2159, 0.0053, -0.1861], [-0.1352, 0.2452, -0.3017], [-2.2956, -2.1291, 4.4805], [-0.0555, -1.0846, 0.9886], [0.2310, -0.6980, -0.3144], [0.3177, -0.3351, -0.0610], [-0.6122, 0.3135, 0.1669], [-0.1186, -0.2165, 0.1355], [0.3874, 0.5335, -0.3773], [0.1406, 0.2899, 1.0124], [0.0021, 0.1963, -0.1785], [-0.1225, 0.0178, -0.1585], [0.4208, 0.1020, 0.5643], [0.1094, 0.1297, -0.0665], [-0.0081, 0.0079, -0.4711], [0.0210, 0.1402, 0.0327], [-0.2473, -0.0683, 0.3529]],
  "homo_ha": [-0.213, -0.189],
  "e_tot_ha": -2955.11788,
  "homo_lumo_gap_ha": [0.2187, 0.2006],
  "de_lowest_kcal_mol": 165.7
}



{
  "formula": "CHN2O2P",
  "method": "ωB97M-V/def2-TZVPD",
  "elements": ["C", "N", "N", "O", "O", "P", "H"],
  "coordinates": [[1.70729, 1.55591, -0.20168], [1.80642, 2.56780, -0.70578], [1.89450, -1.24064, 0.00660], [3.04159, -1.55156, 0.29346], [1.03454, -1.76871, -0.71450], [1.21861, 0.25402, 0.91192], [-0.52093, 0.19503, 0.12241]],
  "forces_ev_per_a": [[-0.4011, -1.9844, 1.0645], [0.4346, 1.8152, -1.0706], [-1.3471, 0.4667, -0.4195], [-1.4501, -0.1883, -0.8727], [2.4363, -0.1795, 0.8974], [-3.0863, 0.0032, -1.1215], [3.4137, 0.0672, 1.5224]],
  "homo_ha": -0.397,
  "e_tot_ha": -639.86368,
  "homo_lumo_gap_ha": 0.3540,
  "de_lowest_kcal_mol": 35.0
}